This record from OMol25 describes a 2-piece molecular cluster, C8H10O3 overall. The level of theory is the ωB97M-V functional and the def2-TZVPD basis.

Its structure (SMILES) is C=C1C=CC=CC1.O=C(O)O. As for the spin multiplicity: 1. The HOMO-LUMO gap is 8.02 eV. The value obtained for the energy above the lowest of the compared OMol25 structures with the same formula, charge and spin is 38.1 kcal per mole. The charge is 0.

Each line ends with the natural charge from an NBO analysis.
Cartesian coordinates (Å):
1 O 2.59 0.93 -0.59  -0.66
2 O 3.86 0.52 1.24  -0.67
3 O 2.20 -0.79 0.75  -0.70
4 C -1.31 -1.12 0.71  -0.23
5 C 2.85 0.29 0.38  0.98
6 C -1.97 -0.14 1.43  -0.17
7 C -1.46 1.54 -0.28  -0.13
8 C -0.04 -1.84 -1.33  -0.42
9 C -1.96 1.21 0.94  -0.27
10 C -0.69 -0.93 -0.58  0.00
11 C -0.79 0.57 -1.13  -0.53
12 H 0.39 -1.62 -2.21  0.20
13 H -2.74 -0.41 2.08  0.22
14 H -0.05 -2.83 -1.07  0.20
15 H -1.14 0.37 -2.15  0.24
16 H 4.17 1.41 1.05  0.50
17 H 0.19 1.09 -1.37  0.28
18 H -1.74 2.65 -0.50  0.23
19 H -1.42 -2.13 1.00  0.21
20 H -2.33 2.16 1.49  0.22
21 H 1.38 -0.94 0.15  0.53